No. 1
Below is C35H45BBeCs2F6GaN3O11 as an isolated structure, with properties calculated with the ωB97M-V functional and the def2-TZVPD basis.

The HOMO energy comes out at -7.501 eV. As for the lowest unoccupied orbital energy: -5.169 eV. The calculation puts the gap between HOMO and LUMO at 2.3 eV. The calculation puts the electronic energy at -134867.1679 eV.

```
! RIJCOSX wB97M-V def2-TZVPD def2/J DEFGRID3
* xyz 0 1
H 1.07 -3.43 2.27
B -6.50 0.44 0.78
O -7.24 2.22 3.64
C 2.27 5.48 4.18
C 1.25 -0.01 -1.01
C 2.34 4.27 2.10
H 2.23 1.38 0.57
C 1.24 -2.78 1.42
F -0.73 6.58 1.28
F 4.99 3.10 4.26
Ga -0.44 -1.60 1.10
H -5.11 -6.58 -1.39
C 3.93 3.80 3.82
H 1.80 -0.99 -0.80
H 6.25 11.03 -4.08
H 1.94 4.08 1.12
Cs 3.11 -1.14 0.34
C 1.76 5.23 2.91
H -3.22 -0.84 0.74
H 2.15 8.59 -3.91
C 3.62 -5.15 -0.63
H 4.55 -5.68 -0.50
C 1.47 8.52 -3.07
H -5.41 -4.11 -0.76
H 2.95 7.84 -1.64
O 1.31 8.66 -0.64
F -0.90 8.67 0.84
H -3.95 -12.04 -3.66
C 3.36 4.76 4.64
Cs 3.09 0.93 6.21
O -6.38 0.70 2.24
C -0.03 7.67 1.01
C 0.89 7.49 -0.22
H -2.68 -12.75 -2.63
N -6.00 -6.99 -1.19
C -2.05 -2.61 0.46
F 0.69 7.96 2.11
C -3.55 -12.09 -2.64
H 4.73 -4.98 1.77
H 2.08 -2.08 1.72
Be 5.36 -2.76 3.04
C 5.18 10.84 -4.12
H 3.91 2.80 1.93
N -5.66 -8.60 -2.82
C 2.18 1.28 -0.58
H 4.81 11.11 -5.11
H 0.94 7.57 -3.13
H -6.57 -6.59 -0.47
H -5.30 -1.75 0.02
C -3.31 -4.48 -0.36
O 1.18 6.42 -0.67
C 1.73 -4.57 -2.04
O 5.32 0.36 5.71
C 2.91 -5.25 -1.82
H -0.83 -0.99 2.53
H 1.29 -4.72 -3.01
C -7.80 2.26 1.26
O -8.54 3.20 1.18
C 0.84 0.06 -2.53
N 4.72 8.33 -3.65
O -7.42 1.49 0.26
C 3.09 -4.36 0.35
H 1.70 2.15 -1.01
H 3.32 -5.90 -2.58
H 1.72 0.41 -3.08
H 0.91 5.79 2.56
C 2.22 8.64 -1.76
H 0.54 -0.93 -2.88
C -2.12 -3.95 0.08
H 2.77 9.58 -1.72
C 5.33 -0.41 4.70
C -7.12 1.75 2.55
H -3.89 -10.22 -2.23
H 3.21 1.11 -1.06
C 3.93 -4.25 1.72
H 1.82 6.23 4.81
C 3.44 3.55 2.55
H 0.72 9.31 -3.15
H 0.02 0.75 -2.60
C -0.08 0.05 -0.15
O 6.43 -0.95 4.13
F -5.25 0.54 0.16
O -3.12 -10.80 -2.21
H 0.18 -3.24 -1.29
H -5.99 -9.40 -3.33
H 4.49 -3.20 1.76
C 1.12 -3.74 -1.10
F -7.04 -0.83 0.55
H -1.23 -4.57 0.12
H -0.13 0.96 0.45
C -3.23 -1.88 0.42
C 1.76 -3.62 0.16
C 4.92 9.43 -3.85
H -4.31 -12.48 -1.96
H -4.77 -8.21 -3.06
H 3.77 4.93 5.63
O 4.27 -0.77 4.08
H 4.69 11.46 -3.37
C -4.43 -2.40 0.01
O -7.57 -8.58 -1.59
H -3.38 -5.51 -0.69
H -0.94 0.09 -0.81
H 3.29 -4.30 2.60
C -6.49 -8.09 -1.84
C -4.47 -3.72 -0.41
*
```

Results of the Mulliken charge analysis, in e, for atoms 1 through 5:
1 H 0.49
2 B 0.67
3 O -0.63
4 C -0.47
5 C -0.38

No. 2
Below is C35H45Br2Cl3FeN6OSi4Te as an isolated structure, with properties calculated with the ωB97M-V functional and the def2-TZVPD basis.

The HOMO energy (spin up / spin down) comes out at -6.329 / -6.328 eV. As for the lowest unoccupied orbital energy (spin up / spin down): -0.504 / -0.504 eV. The calculation puts the gap between HOMO and LUMO (spin up / spin down) at 5.8 / 5.8 eV. The calculation puts the electronic energy at -298860.4431 eV.

```
! RIJCOSX wB97M-V def2-TZVPD def2/J DEFGRID3
* xyz 0 1
H 1.62 1.88 -5.31
N -1.92 -1.96 2.62
Cl -4.93 -0.19 3.16
Br -6.70 -4.90 -0.16
H 1.27 -4.23 -1.98
C 2.61 4.11 -3.79
C -3.90 -4.90 0.34
H 1.83 0.14 -5.47
H -1.07 2.76 -3.76
H -2.09 1.39 -4.21
Si 3.79 0.07 -2.36
C 0.66 4.44 -1.50
C -0.96 1.48 4.87
C 1.49 -1.92 2.76
C -4.15 1.25 -1.41
H 0.42 4.19 -0.46
C -0.39 -1.16 -3.72
C 2.46 -2.24 3.85
H 2.94 -2.27 -2.53
H 2.51 -3.32 4.04
H 5.72 -0.57 -0.92
H 0.38 0.92 -6.12
H 3.05 -4.03 1.92
Fe -0.60 -0.71 1.38
C -4.98 -4.13 -0.05
N -2.29 -0.15 0.11
H -0.22 4.24 -2.11
H 4.53 -2.12 -3.29
H 3.09 -1.55 -4.14
C 3.60 3.84 -0.92
H -3.09 3.01 -0.75
H -2.13 3.68 7.83
C -2.06 2.32 4.73
H 3.44 3.56 -4.24
H -0.77 -1.35 -4.73
Cl -3.70 -1.11 5.63
Br -5.38 2.17 -2.50
H -0.17 2.19 8.09
C -0.56 0.60 3.74
H 0.87 5.51 -1.55
H 4.26 1.37 -4.43
C 4.72 -0.15 -0.74
C -1.31 1.72 -3.52
H 5.22 1.99 -3.08
C -3.53 -2.24 -0.24
O -1.24 0.69 2.66
N 0.62 -0.99 2.82
C -4.23 -0.12 -1.29
H -1.21 -1.35 -3.02
C 2.33 -3.69 1.18
C -4.11 -1.54 3.97
H -0.16 -2.31 -1.32
H -2.57 2.34 3.78
C -2.87 -1.80 3.23
C 3.57 -1.63 -3.15
H -5.00 -0.65 -1.82
H 4.17 -0.82 -0.08
C -2.48 3.11 5.79
H 0.58 0.78 6.19
H 5.70 0.50 -3.89
Si 2.16 3.46 -2.07
C -0.28 1.44 6.09
C -0.70 2.23 7.15
H 3.46 -1.90 3.57
H 2.16 -1.73 4.76
H 2.90 -5.13 -0.30
H 3.69 4.92 -0.77
C -2.28 1.19 0.02
H -1.71 1.70 -2.51
C 1.09 0.93 -5.29
C 0.54 -2.74 -0.63
Si 1.74 1.15 -1.94
H 4.83 0.80 -0.21
N 0.58 -2.18 0.58
H 4.55 3.48 -1.34
N 0.45 -0.23 3.94
Si 0.22 0.63 -3.64
C -3.18 1.94 -0.71
C -1.80 3.06 7.00
H -1.48 1.69 0.56
H 2.90 5.16 -3.71
H -4.00 -5.94 0.58
C -4.81 -2.79 -0.35
H -1.78 -4.81 0.71
H 1.76 4.06 -4.48
Cl -5.11 -3.00 3.91
Te 1.08 1.08 0.47
C 1.48 -2.63 1.48
H 3.46 3.38 0.05
H -3.33 3.76 5.67
H 0.41 -1.88 -3.52
C 2.25 -4.30 -0.06
C -2.67 -4.26 0.41
C 4.84 1.08 -3.55
N -2.49 -2.97 0.13
H -5.67 -2.19 -0.61
C 1.35 -3.81 -0.98
C -3.30 -0.79 -0.50
*
```

Results of the Mulliken charge analysis, in e, for atoms 1 through 5:
1 H 0.24
2 N -0.14
3 Cl -0.08
4 Br -0.15
5 H 0.59

No. 3
Below is C35H45F4N4PSSn as an isolated structure, with properties calculated with the ωB97M-V functional and the def2-TZVPD basis.

Its expectation value of S² is 0.756. The HOMO energy (spin up / spin down) comes out at -3.147 / -3.834 eV. As for the lowest unoccupied orbital energy (spin up / spin down): 2.320 / 2.315 eV. The calculation puts the gap between HOMO and LUMO (spin up / spin down) at 5.5 / 6.1 eV. The calculation puts the electronic energy at -79810.7620 eV.

```
! RIJCOSX wB97M-V def2-TZVPD def2/J DEFGRID3
* xyz -1 2
H -3.02 0.60 -2.36
H -2.13 0.47 -4.67
H 3.62 1.76 -0.28
H 4.16 0.17 0.26
C -1.73 -0.18 -3.89
H -0.83 0.29 -3.48
H -2.84 -2.94 4.40
H 3.25 -0.83 2.17
H -4.62 -2.95 -1.53
H 6.77 -2.89 0.86
C -1.23 -1.61 4.28
C 3.13 -1.99 -1.77
H -1.45 -1.14 -4.33
H -3.26 -1.23 4.59
N 0.85 -2.18 -0.86
P -1.97 -1.23 -1.34
N 2.63 1.02 1.41
H -2.45 -2.09 5.91
C 0.67 2.27 2.33
H -1.68 -6.04 -5.05
H 2.09 -2.35 -3.62
C -2.78 -0.38 -2.79
H 0.49 3.11 3.00
H 2.78 2.74 2.65
C 2.59 -1.53 -3.10
H 3.39 -1.15 -3.73
C 2.91 0.14 2.54
H 1.16 -2.47 1.86
H 2.38 -3.62 2.44
N -0.23 -1.29 3.82
H -3.90 -1.91 -3.87
F -3.19 3.93 -2.01
H -4.94 -3.12 0.20
C 6.52 -2.64 -0.17
H 0.53 1.36 2.93
H 1.85 -0.74 -2.96
C -2.85 -1.79 1.22
C 3.83 1.15 0.60
C -0.04 -5.08 -2.97
C 2.24 -2.36 -0.73
C -0.83 5.68 0.04
F -0.38 6.93 0.27
C -0.70 3.29 0.62
C 4.50 -2.09 -1.56
C 2.13 2.32 1.85
H -3.65 -2.08 1.91
Sn 0.14 -0.10 0.21
H 2.02 -0.01 3.14
N -0.30 2.19 1.25
H 2.18 2.99 0.99
H 6.96 -3.41 -0.82
C -0.28 4.65 0.76
H 1.19 -4.10 1.21
C -1.39 -4.83 -3.27
S 1.54 2.34 -1.94
H -2.42 -0.85 1.56
H -2.23 6.33 -1.47
C -2.24 4.19 -1.10
H 1.73 -4.44 -1.98
C 0.69 -4.22 -2.19
C -2.52 -1.99 4.83
C -4.15 -2.97 -0.55
H -3.17 -5.37 -4.37
H -4.07 -0.83 -0.27
C -4.07 -0.96 -3.37
C 0.14 -3.02 -1.65
H 7.01 -1.69 -0.41
H -4.46 -0.26 -4.11
C 5.03 -2.55 -0.36
H 0.44 -5.97 -3.37
H -4.84 -1.09 -2.61
C -1.24 -2.77 -1.95
C 0.71 1.04 -1.68
C -2.19 -5.80 -4.11
H 4.54 -3.28 1.59
H 5.17 -1.81 -2.37
H 4.65 1.63 1.17
H -2.98 -3.48 -2.98
H 3.71 0.57 3.18
H -2.37 -6.74 -3.58
C 1.83 -3.28 1.56
C -1.82 5.50 -0.91
C -1.95 -3.68 -2.75
F 0.73 4.97 1.61
C 4.15 -2.92 0.64
C -1.72 3.16 -0.37
H -2.05 -2.55 1.27
F -2.20 1.91 -0.60
C 2.77 -2.84 0.47
C -3.39 -1.69 -0.21
H -3.48 -3.83 -0.52
*
```

Results of the Mulliken charge analysis, in e, for atoms 1 through 5:
1 H 0.36
2 H 0.51
3 H 0.21
4 H 0.06
5 C -1.38

No. 4
Below is C35H45FN5O4PdS as an isolated structure, with properties calculated with the ωB97M-V functional and the def2-TZVPD basis.

Its expectation value of S² is 6.058. The HOMO energy (spin up / spin down) comes out at -16.086 / -16.051 eV. As for the lowest unoccupied orbital energy (spin up / spin down): -7.917 / -10.875 eV. The calculation puts the gap between HOMO and LUMO (spin up / spin down) at 8.2 / 5.2 eV. The calculation puts the electronic energy at -69664.4343 eV.

```
! RIJCOSX wB97M-V def2-TZVPD def2/J DEFGRID3
* xyz 3 5
H 5.22 -3.81 1.95
H 3.68 2.39 2.43
C 3.52 1.54 4.46
H -6.51 1.52 1.24
C -4.50 3.02 -2.19
C -0.03 5.23 -1.82
H -7.06 0.41 2.37
O -0.15 -0.81 -0.43
H -3.71 -3.40 -3.32
O -2.11 1.08 -2.60
H -4.37 3.80 -2.93
C -1.46 3.49 -3.17
H -7.98 -1.51 -0.72
C 3.78 -2.04 0.05
C -5.27 -0.83 -0.16
H 9.04 -0.82 1.44
H 0.86 4.65 -1.96
H -7.51 -2.01 2.09
N 5.88 -1.90 1.50
C 2.75 0.04 1.59
C 7.01 -1.22 0.88
H -8.70 -0.31 0.35
H -6.67 -2.86 0.77
C 1.51 -3.75 -3.55
N -1.93 -2.47 -2.95
H 0.43 2.32 2.57
H -7.70 0.17 -0.99
H -6.60 3.42 -1.94
H -2.77 -5.43 -4.30
H -5.89 2.40 -0.75
H 1.62 2.88 4.75
H 7.20 -1.61 -0.15
C -0.75 -4.77 -4.08
H 3.05 0.71 4.90
F 4.20 -3.11 -0.69
C 1.97 -0.58 0.62
H 1.91 -2.13 -0.91
H -5.82 -2.25 2.16
C -0.05 0.79 1.21
H 9.36 -2.92 2.84
Pd -2.41 -0.75 -1.48
H -5.29 0.37 2.19
H 6.37 -3.85 0.59
H -3.05 3.89 -0.75
H -2.14 5.29 -2.50
C 4.07 -0.41 1.84
H 7.53 -4.68 2.72
C -7.81 -0.60 -0.20
H 7.06 -3.03 3.52
H -5.58 4.05 -0.62
H 7.95 -0.99 2.86
H -2.36 3.47 -3.78
S -1.75 2.37 -1.81
H 0.16 6.28 -2.01
C 7.30 -3.60 2.55
H -0.70 2.98 -3.75
C 2.99 1.93 3.09
C -4.44 -0.74 -1.07
H -0.31 5.06 -0.78
H 6.67 -0.14 0.80
C -2.65 -3.45 -3.44
C -2.13 -4.61 -3.99
C -0.57 -2.56 -3.05
C 0.81 1.39 2.12
O -1.68 2.36 1.59
C 2.64 2.81 4.26
C -6.30 0.49 1.61
C -5.71 3.28 -1.36
C -6.53 -0.70 0.61
C 4.56 -1.46 1.05
C 2.51 -1.57 -0.22
C -6.64 -2.02 1.42
H -0.33 -5.73 -4.43
C -1.17 4.93 -2.78
O -2.32 0.47 0.58
H 3.27 3.68 4.24
N 2.15 1.02 2.32
N 8.57 -2.86 2.04
H -3.58 2.24 -0.43
C -3.31 2.97 -1.21
C 6.11 -3.34 1.54
H -0.95 5.39 -3.79
H 4.59 0.15 2.65
H 0.05 -1.72 -2.76
C -1.56 1.27 1.14
H 8.95 -3.18 1.13
C 0.06 -3.69 -3.56
C 8.19 -1.32 1.84
N 2.66 -3.82 -3.51
C 0.55 -0.31 0.41
H 4.56 1.61 4.76
H -4.47 2.07 -2.78
*
```

Results of the Mulliken charge analysis, in e, for atoms 1 through 5:
1 H 0.50
2 H 0.53
3 C -0.50
4 H 0.28
5 C -0.43

Record-wise energy above the lowest of the compared OMol25 structures with the same formula, charge and spin values, in eV: 0.000; 1.366; 1.201; 1.207